Density functional theory data (ωB97M-V/def2-TZVPD) for C28H50CaCl4F7N7NaO15S2 as an isolated structure.

The geometry in ORCA input format:
```
! wB97M-V def2-TZVPD RIJCOSX def2/J DEFGRID3
* xyz 1 1
C -5.35990 -1.81786 3.15033
C -4.41817 -2.66669 2.14395
C -3.56474 -1.75156 1.14498
Cl -1.77546 -2.20608 1.49111
C -3.94945 -1.84327 -0.40870
C -5.35871 -1.27159 -0.91238
C -6.60576 -1.57283 0.03301
O -7.00428 -0.64491 0.79031
O -7.34642 -2.77384 0.08552
C -3.62705 -3.40681 -0.75674
C -4.86826 -4.30986 -1.31241
N -2.43766 -3.63037 -1.67688
C -1.86907 -2.29463 -1.87084
O -0.74834 -2.30032 -2.44316
C -2.83206 -1.10222 -1.37179
C -3.35756 -0.55503 -2.82971
C -3.75228 -1.72082 -3.85930
O -4.77920 -1.19126 -4.76259
C -2.14945 0.26651 -0.82068
C -0.56097 0.19388 -0.62822
C 0.02929 1.22614 0.49430
C 1.48694 0.60432 0.95519
N 1.41897 -0.16572 2.26216
H -6.41865 -2.26665 3.06630
H -5.44908 -0.71385 2.88132
H -5.06517 -1.93819 4.24831
H -3.75116 -3.32618 2.80843
H -5.10447 -3.36920 1.55702
H -3.73782 -0.66109 1.49303
H -5.24987 -0.12424 -0.92453
H -5.66431 -1.66007 -1.95464
H -7.30982 -3.25304 -0.77328
H -3.29646 -4.07489 0.12885
H -5.46131 -3.79680 -2.13608
H -4.42347 -5.31960 -1.64225
H -5.55977 -4.53011 -0.43430
H -2.67951 -4.17755 -2.51572
H -2.41227 -0.06772 -3.28669
H -4.11863 0.28768 -2.74606
H -4.16529 -2.66904 -3.38127
H -2.83249 -2.02972 -4.48876
H -5.56979 -1.03434 -4.19474
H -2.59407 0.62167 0.18299
H -2.33402 1.14908 -1.54062
H -0.08199 0.50921 -1.62713
H -0.14530 -0.83866 -0.37675
H -0.70999 1.22550 1.37826
H 0.17493 2.24078 0.00151
H 1.88564 -0.13983 0.14760
H 2.28449 1.41071 1.06306
H 2.19959 -0.85302 2.22478
H 0.55035 -0.73647 2.32042
C 5.44394 -0.38476 -0.99489
N 4.14180 0.30503 -0.79336
O 4.14477 1.32388 -0.12900
O 3.15019 -0.20577 -1.31596
H 6.22141 0.17687 -0.48015
H 5.35285 -1.38750 -0.57874
H 5.63548 -0.41706 -2.06703
N -8.92732 -1.19768 -7.35557
C -9.30928 -2.41239 -6.85289
C -8.18043 -3.06586 -6.42115
C -7.07684 -2.21072 -6.66745
C -7.56843 -1.06427 -7.24185
H -9.54856 -0.50909 -7.74739
H -10.34773 -2.70689 -6.84726
H -8.15219 -4.04979 -5.97643
H -6.03910 -2.41168 -6.44841
H -7.07024 -0.16836 -7.57981
Na 0.80658 -1.99860 0.47603
C -1.04455 8.48516 1.13316
O -0.45729 7.36790 1.80464
C 0.44812 6.70181 1.07518
O 0.78379 6.96512 -0.05161
O 0.91754 5.68391 1.81921
C 1.89889 4.88382 1.16060
H -1.75845 8.94609 1.81595
H -0.28309 9.22484 0.87816
H -1.58126 8.15933 0.23966
H 2.77737 5.47977 0.90640
H 1.47765 4.41619 0.26613
H 2.20616 4.09565 1.85033
C 4.27833 2.63523 4.06771
F 2.93514 2.49868 4.05374
F 4.61226 3.29051 2.93327
F 4.57458 3.47761 5.07574
S 5.12412 1.02720 4.21724
O 4.69432 0.28973 3.03462
O 4.65176 0.48599 5.47806
N 6.60324 1.57946 4.19692
S 7.69356 0.42954 4.31709
O 7.82278 -0.45530 3.17025
O 7.79724 -0.22446 5.60699
C 9.16481 1.50609 4.23144
F 9.19382 2.41266 5.23232
F 9.21114 2.21968 3.08496
F 10.31580 0.81912 4.30216
Ca -1.07460 0.99861 3.04371
C 1.48084 7.23005 -3.24202
Cl 3.05889 7.70716 -3.88260
Cl 0.22882 8.36735 -3.76015
Cl 1.07464 5.58295 -3.75142
H 1.53221 7.24897 -2.15471
F -1.35962 -3.29968 -5.03701
O 12.14054 -0.58483 2.92502
H 12.63483 -1.31686 2.53665
H 12.73295 -0.23608 3.60201
C 7.83176 -4.60237 3.06796
O 8.23459 -4.65794 1.91476
N 7.63028 -5.71190 3.82630
N 7.55112 -3.43190 3.68935
H 7.30094 -5.68902 4.77384
H 7.82828 -6.60164 3.39917
H 7.68858 -2.58294 3.15897
H 7.21957 -3.36621 4.63458
*
```

## Properties
* Kohn-Sham gap: 0.0577 hartree

Density functional theory data (ωB97M-V/def2-TZVPD) for C39H40F3N3O3PPtSe as an isolated structure.

The geometry in ORCA input format:
```
! wB97M-V def2-TZVPD RIJCOSX def2/J DEFGRID3
* xyz -1 1
Pt 1.13954 -0.68110 -0.18316
C 0.99732 2.83022 1.06233
C 0.72782 2.19062 2.41833
C -0.77612 2.04579 2.65794
C 1.45232 0.82054 2.53154
C 1.49021 0.31210 3.96730
O 0.41910 -0.62060 4.02366
C 0.16889 -1.00009 2.74013
N 0.74267 -0.27293 1.84292
C -0.70124 -2.14061 2.61486
C -1.16438 -2.72966 3.81037
C -1.97608 -3.83366 3.81813
C -2.37172 -4.41507 2.61348
C -1.93485 -3.85654 1.43438
C -1.12285 -2.71777 1.39945
P -0.57089 -2.19246 -0.23454
C -2.12633 -2.02471 -1.18946
C -2.09896 -1.96364 -2.58315
C -3.26870 -1.80376 -3.30169
C -4.48488 -1.68392 -2.64312
C -4.52095 -1.72165 -1.26015
C -3.34850 -1.88441 -0.53695
C 0.14136 -3.74787 -0.89258
C 1.41785 -4.08571 -0.44199
C 2.01487 -5.26411 -0.85614
C 1.35247 -6.11111 -1.73475
C 0.08190 -5.78182 -2.18070
C -0.53292 -4.61674 -1.74594
H 0.37421 3.71321 0.91796
H 0.78365 2.12523 0.25874
H 2.04382 3.12340 0.97019
H 1.15805 2.82984 3.19936
H -1.19968 1.36031 1.92292
H -1.27193 3.00973 2.54329
H -0.99170 1.66341 3.66058
H 2.45841 0.92763 2.12949
H 1.33169 1.09330 4.71013
H 2.42678 -0.21037 4.18766
H -0.86150 -2.27537 4.74241
H -2.31320 -4.25524 4.75626
H -3.00130 -5.29484 2.61000
H -2.22751 -4.30318 0.49233
H -1.15930 -2.05015 -3.10682
H -3.23305 -1.75438 -4.38204
H -5.39727 -1.55830 -3.21282
H -5.46093 -1.60909 -0.73388
H -3.38648 -1.91372 0.54360
H 1.94505 -3.41506 0.22805
H 3.00645 -5.52046 -0.50496
H 1.82744 -7.02353 -2.07446
H -0.43296 -6.42612 -2.88326
H -1.53359 -4.37988 -2.08169
C -2.97020 6.65387 0.26535
C -2.49193 5.30349 -0.20446
C -3.11865 4.13509 0.19519
C -2.68946 2.88150 -0.24009
C -3.43051 1.67225 0.25114
C -1.59638 2.78775 -1.11751
Se -0.96051 1.10078 -1.77159
C -0.95003 3.97264 -1.53557
C 0.23234 3.92462 -2.45754
C -1.40743 5.19765 -1.06866
H -3.69558 6.55163 1.07328
H -3.44778 7.20163 -0.55170
H -2.13418 7.25633 0.62667
H -3.97097 4.19593 0.86806
H -4.35281 1.52511 -0.31889
H -3.69586 1.78656 1.30645
H -2.82575 0.77670 0.12795
H 1.11820 3.56204 -1.92965
H 0.44177 4.91664 -2.86567
H 0.04577 3.22361 -3.27049
H -0.89949 6.10518 -1.38616
F 1.94036 0.01986 -2.82690
C 1.73182 -1.08553 -2.06931
F 2.94683 -1.74875 -2.12184
F 0.92910 -1.87784 -2.86392
C 5.59102 2.11144 -2.09890
N 5.05748 1.11457 -1.19232
C 5.84213 0.11138 -0.72996
C 5.37469 -0.82402 0.10740
C 3.95671 -0.84528 0.41532
O 3.48435 -1.74045 1.12489
N 3.16259 0.17043 -0.11563
C 3.67948 1.18429 -0.86471
O 3.04788 2.15141 -1.24891
H 6.58771 2.41849 -1.77969
H 4.91852 2.96373 -2.08299
H 5.64405 1.72641 -3.12033
H 6.87367 0.12925 -1.06066
H 5.99898 -1.61608 0.48877
*
```

## Properties
* relative energy (zero: lowest compared OMol25 entry of this formula, charge and spin): 0.000 eV
* Kohn-Sham gap: 0.1702 hartree

Density functional theory data (ωB97M-V/def2-TZVPD) for a 10-piece molecular cluster, C36H49BN9 overall.

The geometry in ORCA input format:
```
! wB97M-V def2-TZVPD RIJCOSX def2/J DEFGRID3
* xyz -1 1
B -0.10633 0.74081 0.08969
H 0.11067 0.63781 1.34569
H -0.93033 0.00681 -0.06431
H -0.47133 1.76281 -0.25231
H 0.89867 0.41381 -0.63031
N 3.28467 1.73181 0.68669
C 3.07967 3.01981 1.06069
C 4.49067 3.80881 0.87069
C 5.46067 2.67881 0.39469
C 4.59067 1.35981 0.33969
H 2.39567 0.95581 0.44969
H 2.23067 3.47181 1.21769
H 4.73367 4.95581 0.83269
H 6.63067 2.92081 0.24369
H 4.87167 0.44881 0.17069
N 0.70867 -1.72019 -2.01431
C 1.92467 -1.53319 -2.59831
C 1.69467 -2.00519 -4.08231
C 0.28067 -2.54219 -4.06731
C -0.32233 -2.11419 -2.79431
H 0.48767 -1.00319 -1.01431
H 2.67667 -0.94319 -1.91731
H 2.41567 -2.01419 -4.82931
H -0.30033 -3.10419 -4.70631
H -1.23833 -2.12519 -2.43831
N -3.54033 -3.03119 0.44869
C -3.05033 -3.13819 -0.74231
C -3.48133 -4.45219 -1.36431
C -4.44933 -5.07719 -0.37031
C -4.36633 -4.06619 0.82969
H -3.55433 -2.15019 1.07769
H -2.46633 -2.37019 -0.81931
H -3.25933 -4.78719 -2.38331
H -5.03833 -5.95419 -0.26131
H -4.83333 -4.05419 1.72369
N 4.58367 -3.15519 2.02269
C 4.42067 -4.29019 1.16069
C 3.75567 -3.82419 -0.10531
C 3.28267 -2.36319 0.10469
C 3.89667 -2.03919 1.54369
H 5.07667 -3.27519 2.98569
H 4.79867 -5.15719 1.34169
H 3.70567 -4.40319 -0.90331
H 2.89067 -1.58319 -0.65431
H 3.61167 -0.99519 1.90169
N -0.40933 0.38281 -4.27831
C -0.44533 0.81581 -5.55531
C -1.20133 2.14981 -5.62831
C -1.17333 2.65881 -4.15831
C -0.69633 1.44681 -3.41231
H 0.04967 -0.52419 -3.83131
H -0.04433 -0.03119 -6.30131
H -1.57433 2.66781 -6.41831
H -1.69033 3.57881 -3.84131
H -0.64033 1.15081 -2.32831
N 2.36167 1.62381 -3.66031
C 2.95667 1.85981 -2.43431
C 4.37867 2.32681 -2.67231
C 4.50267 2.36781 -4.22931
C 3.14367 1.72681 -4.79431
H 1.18567 1.37781 -3.59631
H 2.34567 1.89481 -1.51731
H 5.10367 2.72781 -2.04631
H 5.35867 2.52681 -4.86531
H 2.77567 1.48481 -5.80031
N -3.79533 -0.88919 2.81469
C -4.87233 -1.46319 3.55569
C -4.19633 -2.52819 4.31669
C -2.75333 -2.44219 4.07869
C -2.50433 -1.33719 3.09969
H -4.18933 0.15481 2.39069
H -5.73733 -1.09119 3.52869
H -4.59133 -3.13119 5.15169
H -1.95833 -2.91119 4.51469
H -1.69133 -0.82419 2.57069
N -0.67433 2.70781 5.56669
C 0.47967 3.31781 6.05969
C 1.69467 2.92181 5.23969
C 1.13267 2.25281 4.12169
C -0.34433 1.90981 4.47669
H -1.69533 2.68981 5.99269
H 0.58667 3.89581 7.02369
H 2.78067 3.30481 5.36569
H 1.64567 1.91981 3.32269
H -1.06233 1.29581 3.97669
N -3.62933 1.35581 0.68069
C -3.77033 2.33281 1.70969
C -5.39233 2.34781 1.87369
C -5.83833 1.25681 0.95169
C -4.65333 0.65281 0.10669
H -2.66933 1.21381 0.33169
H -3.05833 2.84981 2.37069
H -5.88233 3.13981 2.52769
H -6.86533 1.14681 0.49169
H -4.36433 0.09481 -0.67331
*
```

## Properties
* relative energy (zero: lowest compared OMol25 entry of this formula, charge and spin): 6.020 eV
* Kohn-Sham gap: 0.2612 hartree

Density functional theory data (ωB97M-V/def2-TZVPD) for an isolated molecule of C4H6O2.

The geometry in ORCA input format:
```
! wB97M-V def2-TZVPD RIJCOSX def2/J DEFGRID3
* xyz 0 1
O 1.86694 -0.68527 -0.15950
C 1.15630 -0.31033 1.00415
C 0.82541 0.28469 -0.28122
C -0.47206 -0.18439 -0.89811
C -1.58999 0.36706 -0.04602
O -1.43134 1.33451 0.65763
H 1.69075 0.25354 1.76078
H 1.15230 1.29905 -0.50924
H -0.48366 -1.28011 -0.91088
H -0.61891 0.14239 -1.93676
H 0.46763 -1.06518 1.38290
H -2.56337 -0.15595 -0.06372
*
```

## Properties
* relative energy (zero: lowest compared OMol25 entry of this formula, charge and spin): 2.067 eV
* Kohn-Sham gap: 0.4044 hartree
* SMILES: O=CC[C@H]1CO1

Density functional theory data (ωB97M-V/def2-TZVPD) for a 4-piece molecular cluster, C51H101IN8O9 overall.

The geometry in ORCA input format:
```
! wB97M-V def2-TZVPD RIJCOSX def2/J DEFGRID3
* xyz 1 4
C 7.10295 -4.33798 -1.91224
C 6.45376 -3.45686 -2.99149
C 4.98850 -3.79860 -3.25675
O 4.17021 -2.80122 -2.65302
C 2.83233 -3.18866 -2.47691
C 2.18247 -2.20896 -1.52432
O 0.82657 -2.64063 -1.36699
C 0.17082 -2.21847 -0.18073
N -1.16903 -2.72631 -0.20391
N 0.16541 -0.77845 -0.02840
C -0.66526 -0.27888 1.06167
C -0.01339 0.02374 -1.20697
C -0.74524 -0.48624 -2.42716
O 0.38877 1.17975 -1.17015
C 0.92011 -2.90467 0.97574
N 0.72545 -4.29937 1.15210
C 0.25199 -4.68953 2.47914
C 0.22663 -5.19503 0.13540
C 1.04726 -5.66826 -1.03488
O -0.90680 -5.64559 0.25877
N 2.40689 -2.43240 1.08482
C 3.30450 -3.47380 1.65119
C 3.67679 -4.68649 0.81225
O 4.24614 -4.68780 -0.24530
I 3.32329 -6.60475 1.78176
O 2.38380 -1.28419 1.92552
C 2.60546 -1.49932 3.31863
C 2.78868 -0.15940 4.01379
C 1.63394 0.79840 3.74386
C 4.17718 0.50188 3.79217
C 4.15250 1.71719 2.84125
C 5.30135 -0.45558 3.37960
C 3.00207 -1.91113 -0.25587
C 3.39630 -0.42306 -0.19877
N 4.15872 -0.08425 -1.42172
C 3.55833 0.93928 -2.25155
H 6.68353 -5.33682 -1.94774
H 8.17079 -4.40060 -2.07740
H 6.92921 -3.90512 -0.93546
H 7.00334 -3.47764 -3.92411
H 6.46375 -2.43084 -2.63582
H 4.73241 -4.79033 -2.89219
H 4.82491 -3.76541 -4.33383
H 2.76516 -4.22232 -2.15404
H 2.29150 -3.11683 -3.42428
H 2.13688 -1.27714 -2.08190
H -1.81412 -2.04548 -0.58693
H -1.19379 -3.48576 -0.87323
H -0.38986 -0.68540 2.02557
H -0.54212 0.79348 1.12515
H -1.72915 -0.46422 0.91602
H -1.77474 -0.70710 -2.15576
H -0.75902 0.30010 -3.16752
H -0.24839 -1.34080 -2.86774
H 0.47005 -2.46198 1.85693
H 0.82984 -4.18652 3.24605
H -0.80308 -4.46744 2.62286
H 0.38194 -5.75573 2.60638
H 0.92885 -6.74552 -1.05074
H 2.10462 -5.46071 -0.98748
H 0.59374 -5.29898 -1.94544
H 2.92704 -3.83162 2.59692
H 4.23394 -2.95635 1.87888
H 1.73099 -1.97724 3.77265
H 3.45838 -2.11104 3.59141
H 2.72317 -0.41486 5.06948
H 1.79818 1.74515 4.24237
H 1.54197 1.01515 2.68728
H 0.70844 0.36416 4.11049
H 4.47413 0.91546 4.75108
H 5.16094 1.96406 2.53595
H 3.50901 1.57443 1.98233
H 3.78932 2.57991 3.39065
H 5.01160 -1.20385 2.64467
H 6.13090 0.09118 2.95156
H 5.70284 -0.99285 4.23641
H 3.97559 -2.36702 -0.40429
H 2.53953 0.23356 -0.13681
H 4.09542 -0.25894 0.60854
H 4.39417 -0.90875 -1.95648
H 2.71286 0.60361 -2.86222
H 3.19282 1.76040 -1.64757
H 4.28647 1.35918 -2.93689
C -3.29368 2.87071 -5.91988
C -3.76924 1.85584 -4.84352
C -3.18967 0.46270 -5.11435
C -3.90119 -0.34421 -6.20232
C -5.41322 -0.32932 -5.99308
C -5.97066 1.08600 -5.87728
N -5.26106 1.82764 -4.79341
O -5.67274 1.43345 -3.63283
C -5.83851 1.80292 -7.23224
C -7.46338 1.04093 -5.57835
C -3.20779 2.34789 -3.51338
H -4.10918 3.50184 -6.26673
H -2.54362 3.54920 -5.51623
H -2.85099 2.38323 -6.78947
H -3.22766 -0.11936 -4.18678
H -2.13261 0.55937 -5.37507
H -3.64632 0.03908 -7.19354
H -3.54525 -1.37636 -6.17670
H -5.91278 -0.84676 -6.81431
H -5.65348 -0.89016 -5.08561
H -6.20150 2.82904 -7.16611
H -6.44123 1.28328 -7.97659
H -4.82358 1.82894 -7.62061
H -7.68737 0.46892 -4.67964
H -7.98464 0.56935 -6.41063
H -7.86547 2.04685 -5.45276
H -3.63310 3.31357 -3.23851
H -2.12740 2.46512 -3.60501
H -3.39817 1.64729 -2.70073
C -5.42115 -4.62989 1.03538
C -5.17602 -3.10721 0.85380
C -6.27712 -2.29221 1.54493
C -7.58759 -2.17770 0.76580
C -7.32402 -1.76641 -0.68308
C -6.33419 -2.69561 -1.38137
N -5.06505 -2.77454 -0.60056
O -4.34516 -1.71301 -0.78188
C -6.97339 -4.08395 -1.55604
C -6.04082 -2.19014 -2.78773
C -3.85339 -2.78429 1.52002
H -5.26703 -5.17818 0.10798
H -4.72100 -5.05700 1.75214
H -6.42601 -4.85123 1.39558
H -5.90753 -1.27740 1.72355
H -6.46667 -2.72776 2.52768
H -8.14582 -3.11646 0.80558
H -8.22269 -1.42853 1.24093
H -8.25829 -1.75314 -1.24663
H -6.93961 -0.74175 -0.70222
H -6.27514 -4.77903 -2.02453
H -7.84521 -3.99983 -2.20374
H -7.32052 -4.52970 -0.62771
H -5.67072 -1.16529 -2.78685
H -6.95623 -2.21045 -3.37803
H -5.30330 -2.82458 -3.28423
H -3.04214 -3.28775 0.99840
H -3.85151 -3.10562 2.56224
H -3.65551 -1.71248 1.51750
C 1.84537 8.51586 4.68028
C 2.34012 7.25325 5.43854
C 3.27491 7.64289 6.59184
C 4.71038 7.98024 6.18382
C 5.28142 6.90860 5.25842
C 4.39069 6.65837 4.04480
N 3.00556 6.31666 4.48269
O 2.95599 5.09778 4.91322
C 4.40857 7.89974 3.13596
C 4.94751 5.52119 3.20373
C 1.10211 6.59552 6.03748
H 1.88577 8.38121 3.60105
H 0.80412 8.73095 4.91415
H 2.42115 9.40732 4.93101
H 3.31376 6.81784 7.30983
H 2.83769 8.49060 7.12201
H 4.75581 8.96252 5.70708
H 5.33047 8.05033 7.07896
H 6.27887 7.19406 4.91886
H 5.40298 5.97739 5.82118
H 3.75364 7.76145 2.27479
H 5.42007 8.06074 2.76377
H 4.11498 8.81726 3.63820
H 5.06509 4.60744 3.78357
H 5.92734 5.78798 2.80925
H 4.29109 5.30821 2.35783
H 0.42525 6.24427 5.25727
H 0.57248 7.32829 6.64504
H 1.35171 5.75320 6.67991
*
```

## Properties
* expectation value of S²: 3.762
* relative energy (zero: lowest compared OMol25 entry of this formula, charge and spin): 0.911 eV
* Kohn-Sham gap (spin up / spin down): 0.2471 / 0.2826 hartree

Computed values of DFT total energy (unit: a.u.) for the preceding records, in sequence: -6784.17086, -5062.01322, -1917.94016, -306.43035, -3416.20618.